Record 1
Molecular formula: C8H17N2O5PS
Method: DFT, the ωB97M-V functional and the def2-TZVPD basis

Computed properties:
Spin multiplicity = 1
F_max = 0.2302 hartree/bohr
Energy above the lowest of the compared OMol25 structures with the same formula, charge and spin = 267.5 kJ/mol
SMILES string = CO[C@@H](OC#N)[C@H](OCS)P(N)O.CC(C)=O
E_tot = -1540.0444 Ha
HOMO = -8.3 eV

Geometry (Å):
C1 -2.210 0.411 0.376
O1 -1.100 0.757 1.277
C2 0.196 0.805 0.582
O2 0.272 1.851 -0.481
C3 0.502 1.195 -1.811
N1 0.215 0.809 -3.037
C4 1.308 1.293 1.732
O3 1.563 2.724 1.491
C5 2.585 3.268 2.399
S1 4.125 3.580 1.360
P1 2.867 0.192 1.800
N2 3.500 0.104 3.498
O4 2.394 -1.484 1.463
H1 -2.545 -0.710 0.510
H2 -3.126 1.103 0.704
H3 -2.025 0.645 -0.756
H4 0.488 -0.247 0.144
H5 0.777 1.221 2.794
H6 2.768 2.640 3.370
H7 2.194 4.330 2.748
H8 5.186 2.795 1.839
H9 4.193 -0.698 3.471
H10 4.086 0.941 3.723
H11 1.471 -1.652 1.843
C6 -4.204 -2.290 -3.363
C7 -2.961 -2.400 -2.521
O5 -2.947 -2.024 -1.350
C8 -1.736 -2.989 -3.168
H12 -5.009 -1.847 -2.766
H13 -4.013 -1.645 -4.225
H14 -4.519 -3.283 -3.693
H15 -1.435 -2.376 -4.021
H16 -1.941 -4.013 -3.489
H17 -0.916 -3.007 -2.442

Cartesian forces (eV/Å) of the 6 atoms listed first:
C -2.1 0.1 -0.2
O 1.8 0.2 -2.8
C 0.7 -0.6 1.8
O 0.7 -3.7 -3.9
C -4.4 -0.8 -6.1
N 3.0 3.3 11.0

Record 2
Molecular formula: C26H22BrMnN3O5
Method: DFT, the ωB97M-V functional and the def2-TZVPD basis

Computed properties:
Spin multiplicity = 5
Total charge = +1
F_max = 0.0072 hartree/bohr
Energy above the lowest of the compared OMol25 structures with the same formula, charge and spin = 96.1 kJ/mol
E_tot = -5269.3564 Ha
⟨S²⟩ = 6.05
HOMO (alpha / beta) = -11.4 / -11.4 eV

Geometry (Å):
Mn1 -0.299 -0.570 0.146
O1 1.475 0.003 3.649
C1 1.117 -0.207 2.515
O2 -0.068 -0.522 2.099
C2 2.140 -0.078 1.387
C3 3.503 0.148 1.642
C4 4.347 0.281 0.579
C5 3.849 0.219 -0.744
C6 4.670 0.380 -1.887
C7 4.127 0.335 -3.137
C8 2.738 0.134 -3.307
C9 1.918 -0.029 -2.226
C10 2.468 0.003 -0.928
N1 1.669 -0.170 0.164
H1 3.824 0.214 2.671
H2 5.406 0.447 0.733
H3 5.730 0.547 -1.748
H4 4.755 0.463 -4.007
H5 2.320 0.122 -4.304
H6 0.846 -0.147 -2.358
C11 0.747 4.280 -0.375
C12 0.172 3.303 0.647
C13 -0.526 4.031 1.792
O3 1.229 2.497 1.159
C14 -0.870 2.441 -0.075
O4 -1.877 2.942 -0.501
O5 -0.613 1.144 -0.296
H7 1.494 4.906 0.113
H8 -0.037 4.911 -0.789
H9 1.231 3.738 -1.189
H10 0.181 4.703 2.280
H11 -0.906 3.318 2.526
H12 -1.361 4.618 1.416
H13 1.374 2.755 2.076
Br1 -7.678 1.271 -0.284
C15 -6.008 0.414 -0.211
C16 -5.933 -0.897 0.253
C17 -4.709 -1.531 0.322
C18 -3.554 -0.855 -0.075
C19 -3.639 0.444 -0.540
C20 -4.868 1.086 -0.607
N2 -2.251 -1.468 -0.033
C21 -2.157 -2.736 0.111
C22 -0.851 -3.388 0.136
C23 -0.726 -4.757 0.279
C24 0.549 -5.310 0.288
C25 1.639 -4.473 0.148
C26 1.435 -3.107 0.012
N3 0.214 -2.571 0.003
H14 -6.828 -1.412 0.567
H15 -4.697 -2.539 0.710
H16 -2.760 0.978 -0.857
H17 -4.915 2.105 -0.964
H18 -3.028 -3.380 0.186
H19 -1.609 -5.371 0.386
H20 0.682 -6.376 0.402
H21 2.649 -4.857 0.145
H22 2.269 -2.432 -0.100

Cartesian forces (eV/Å) of the 6 atoms listed first:
Mn 0.1 0.2 0.1
O 0.0 0.0 0.0
C 0.0 0.1 0.1
O 0.0 -0.1 0.1
C 0.2 0.0 0.0
C -0.1 0.0 0.0